# 1
ORCA calculation (wB97M-V/def2-TZVPD) on 3 unconnected molecules or ions with the total composition C11H35N3O2P2.

Calculated values
Structure (SMILES): COC[C@@H](C)N.COC[C@@H](C)N.CP(C)[PH3]CN
Highest occupied orbital energy, eV: -7.3
Multiplicity: 1

Structure (XYZ):
```
53
Properties=species:S:1:pos:R:3:lowdin_charge:R:1
C -3.06 -5.12 1.17 -0.4141
H -5.95 -5.02 2.84 -0.0270
H -2.25 0.08 -0.02 0.0642
H -3.10 -1.57 2.47 0.0216
H -2.00 -5.08 0.92 0.0232
C 1.33 1.23 -2.14 -0.1106
P -3.40 -4.00 2.60 0.6193
H -3.63 -4.85 0.28 0.0109
H -1.58 1.52 -0.81 0.0805
C -0.24 0.53 0.59 -0.4318
H -0.64 0.96 1.51 0.1381
P -5.66 -3.75 2.24 0.5778
H 7.06 3.49 -2.59 0.0783
C -7.48 -3.50 1.84 -0.5510
C 0.96 1.40 0.22 -0.1961
N -7.67 -2.19 1.26 -0.0842
H -5.36 -3.61 0.83 -0.0191
H 0.63 0.50 -2.56 0.0776
H 5.09 1.63 -0.15 0.0738
H 0.66 -1.24 0.13 0.0770
H 5.13 1.88 -3.05 0.1349
H 1.63 1.45 1.08 0.1249
H -7.80 -4.34 1.20 0.0639
H 4.88 5.58 0.56 0.0866
H 0.64 2.42 -0.02 0.1231
H -1.92 -2.40 1.48 0.0016
H -8.04 -3.59 2.78 0.0644
H 0.87 2.22 -2.16 0.0939
H -6.99 -2.00 0.54 0.0380
H 3.39 3.19 -2.18 0.1018
H -3.29 -6.16 1.41 0.0177
N 0.13 -0.85 0.90 0.0425
N 5.03 1.23 -1.09 0.0527
H -5.65 -2.59 3.07 -0.0105
H 2.22 1.25 -2.78 0.0772
H -1.07 -0.09 -1.31 0.0690
H -8.58 -2.07 0.84 0.0576
H 5.45 5.69 -1.12 0.0888
H 0.74 -0.89 1.71 0.0782
H 7.41 1.78 -2.31 0.0752
C -1.35 0.52 -0.45 -0.0605
C -2.97 -2.41 1.78 -0.4352
O 4.31 4.03 -0.61 -0.1850
C 5.33 2.29 -2.05 -0.4388
C 4.41 3.50 -1.92 -0.2013
C 5.27 5.01 -0.28 -0.1098
H 6.23 4.58 0.01 0.0732
H 7.11 2.84 -0.95 0.0658
H 4.71 4.30 -2.62 0.1199
H -3.58 -2.21 0.89 0.0114
C 6.81 2.63 -1.98 -0.0691
O 1.76 0.89 -0.84 -0.2060
H 4.08 0.91 -1.18 0.0455
```



# 2
ORCA calculation (wB97M-V/def2-TZVPD) on a molecular structure, C30H24NO4P2PtSeTe2.

Calculated values
Charge: -1
Highest occupied orbital energy (alpha / beta), eV: -4.1 / -5.1
Multiplicity: 5

Structure (XYZ):
```
65
Properties=species:S:1:pos:R:3:lowdin_charge:R:1
C -2.46 0.04 4.02 -0.0733
C 2.59 -2.44 -0.90 -0.0718
C 3.74 -0.79 1.00 -0.0809
C 2.16 2.43 -1.02 -0.5487
Te -3.83 -2.54 -0.77 0.7777
O -2.80 -5.28 3.25 -0.4707
H -3.60 0.01 2.21 0.0956
C 1.80 -1.52 -0.23 -0.3096
H 0.43 1.41 1.87 0.0700
Te 0.64 1.55 -2.20 1.2676
C 4.45 2.90 -0.53 -0.1701
H -3.18 6.12 -1.09 0.0964
C 1.84 3.08 0.16 -0.1366
C 0.19 -1.97 -3.37 -0.1100
H 2.64 4.12 1.86 0.1001
H 1.78 0.01 1.27 0.0757
O -1.09 -3.62 1.88 -0.5957
P 0.02 -1.31 -0.59 0.7456
C 3.95 -2.53 -0.64 -0.0866
C -2.93 5.09 -0.86 -0.0975
H 0.62 -1.00 -3.54 0.0257
H -1.10 0.14 5.67 0.0993
C 0.01 -2.83 -4.45 -0.0913
C -0.37 1.00 2.48 -0.1162
H 0.75 1.07 4.30 0.1013
H 5.59 -1.76 0.51 0.0965
C -0.23 0.42 -0.72 -1.0244
C 2.87 3.61 0.93 -0.1591
H -3.28 -0.36 4.61 0.1090
H -2.39 5.51 1.17 0.0992
O -3.51 -2.81 2.18 -0.6610
C -1.24 0.32 4.61 -0.0824
O -3.08 -4.88 0.56 -0.6584
C -0.20 0.82 3.84 -0.0779
C -2.63 0.22 2.66 -0.1418
C -0.87 -4.51 -2.98 -0.0783
N 4.16 3.53 0.61 0.0447
H -3.43 4.36 -2.82 0.0997
C -1.58 0.66 1.86 -0.4320
H -0.67 -4.76 -5.10 0.0963
P -1.82 0.69 0.03 0.8087
H -2.89 2.03 -2.29 0.0992
C 4.53 -1.70 0.31 -0.0952
H 0.29 -2.50 -5.45 0.0974
C -2.76 2.79 -1.53 -0.1408
H 4.56 -3.24 -1.18 0.0984
H 2.15 -3.10 -1.64 0.0994
Pt -1.86 -1.83 0.70 0.4698
H 5.50 2.82 -0.78 0.0976
H 4.18 -0.14 1.74 0.1033
C -0.18 -2.37 -2.09 -0.3792
C -0.52 -4.10 -4.26 -0.0944
C 2.39 -0.70 0.74 -0.0855
H 3.81 1.81 -2.26 0.0883
C -3.07 4.11 -1.83 -0.0931
C -2.17 3.43 0.71 -0.0882
H -1.84 3.17 1.70 0.0977
C 3.50 2.33 -1.37 -0.1385
Se -2.64 -4.25 2.02 0.6918
H -1.29 -5.49 -2.81 0.1089
C -2.28 2.44 -0.27 -0.3721
C -0.69 -3.65 -1.90 -0.1572
H 0.81 3.18 0.49 0.0805
C -2.49 4.75 0.41 -0.0878
H -0.96 -4.00 -0.91 0.0651
```



# 3
ORCA calculation (wB97M-V/def2-TZVPD) on 2 unconnected molecules or ions with the total composition C4H8NO2S in a non-equilibrium geometry.

Calculated values
Relative energy (zero: lowest compared OMol25 entry of this formula, charge and spin), eV: 6.6230
Charge: -1
Highest occupied orbital energy, eV: -4.1
Multiplicity: 1

Structure (XYZ):
```
16
Properties=species:S:1:pos:R:3:lowdin_charge:R:1
O 2.86 0.72 -0.35 -0.2285
N 0.37 0.57 -0.69 0.1444
C -0.77 0.06 -1.52 -0.4704
H 1.24 0.67 -1.24 0.1166
C -0.10 -0.26 1.52 0.1121
H -4.29 -0.30 -0.56 -0.3600
H -1.16 -0.24 1.35 -0.0686
C 0.75 0.12 0.53 -0.3213
H -1.45 0.91 -1.69 0.1117
H 0.34 -0.62 2.43 0.0657
H 2.49 0.61 1.67 0.1015
H -1.36 -0.62 -0.81 0.0485
H 2.51 -0.93 0.81 0.1166
O -0.31 -0.53 -2.57 -0.0710
C 2.26 0.15 0.69 -0.4392
S -3.38 -0.32 0.42 0.1420
```



# 4
ORCA calculation (wB97M-V/def2-TZVPD) on a molecular structure, C2AgBF4O6 in a non-equilibrium geometry.

Calculated values
Relative energy (zero: lowest compared OMol25 entry of this formula, charge and spin), eV: 0.0000
Charge: -3
Highest occupied orbital energy (alpha / beta), eV: 4.2 / 4.2
Multiplicity: 2

Structure (XYZ):
```
14
Properties=species:S:1:pos:R:3:lowdin_charge:R:1
F 0.87 2.77 -1.97 0.0816
O -1.91 1.01 0.45 0.0054
C -1.39 0.82 1.54 -1.1206
O -0.01 -2.96 -0.61 -0.2339
F 1.14 0.71 -1.24 0.0031
B 1.83 1.96 -1.41 -1.3100
O -1.75 -2.51 0.65 -0.1531
F 2.83 1.98 -2.33 0.1152
F 2.12 2.58 -0.19 0.0970
O -2.03 0.18 2.39 0.0569
C -0.76 -3.16 0.38 -1.2215
Ag -0.55 -0.64 -0.59 0.8019
O -0.21 -3.72 1.32 -0.1858
O -0.18 1.00 1.61 0.0638
```



# 5
ORCA calculation (wB97M-V/def2-TZVPD) on C4H4BrI in the gas phase in a non-equilibrium geometry.

Calculated values
Relative energy (zero: lowest compared OMol25 entry of this formula, charge and spin), eV: 5.9921
Highest occupied orbital energy (alpha / beta), eV: -8.5 / -8.5
Multiplicity: 1

Structure (XYZ):
```
10
Properties=species:S:1:pos:R:3:lowdin_charge:R:1
C -0.60 -0.37 0.35 -0.4201
H 1.70 -0.80 0.15 0.1032
C -1.58 0.09 -0.67 -0.5137
H -0.70 -0.13 1.42 0.1046
Br 2.76 1.86 0.22 0.6654
C 0.86 -0.17 -0.31 -0.4082
H 0.73 -0.53 -1.40 0.1440
I -3.48 0.22 0.17 0.7715
C 1.15 1.20 -0.48 -0.5271
H -0.83 -1.37 0.54 0.0805
```